a:
Formula: C6H13N3
Source: the Open Molecules 2025 dataset
Level of theory: the ωB97M-V functional and the def2-TZVPD basis

The gap between HOMO and LUMO comes out at 9.779 eV. The spin multiplicity is 1. Its highest occupied orbital energy is -8.85 eV. As for the SMILES: [H]/N=C/NN1[C@@H](C)C[C@@H]1C.

Last column: natural (NBO) charge in e.
Positions of all 22 atoms, in Å:
N  0.320  0.314  -0.360  -0.235
N  1.521  -0.433  -2.514  -0.698
N  -0.403  -0.083  -1.419  -0.465
C  -1.945  1.307  0.379  -0.640
C  0.162  0.722  1.688  -0.416
C  0.345  -0.567  0.846  -0.071
C  1.466  -1.486  1.021  -0.615
C  0.259  -0.512  -2.503  0.268
C  -0.422  1.381  0.410  -0.039
H  -0.455  0.707  2.602  0.200
H  1.069  1.182  2.025  0.211
H  2.516  -1.058  0.782  0.231
H  -2.262  0.297  0.588  0.192
H  1.374  -1.934  2.039  0.213
H  -2.329  1.584  -0.583  0.222
H  -1.215  -0.609  -1.122  0.352
H  -0.538  -1.142  1.071  0.166
H  -0.075  2.392  0.245  0.193
H  1.921  -0.792  -3.348  0.335
H  -0.315  -0.838  -3.413  0.159
H  1.326  -2.337  0.271  0.213
H  -2.319  1.904  1.294  0.224



b:
Formula: C6H13N3
Source: the Open Molecules 2025 dataset
Level of theory: the ωB97M-V functional and the def2-TZVPD basis

The gap between HOMO and LUMO (spin up / spin down) comes out at 8.366 / 8.392 eV. The spin multiplicity is 1. Its highest occupied orbital energy (spin up / spin down) is -8.44 / -8.45 eV.

Last column: natural (NBO) charge in e.
Positions of all 22 atoms, in Å:
N  -1.431  -1.146  0.122  -0.393
N  -2.098  1.424  0.553  -0.304
N  -0.711  -0.371  0.929  -0.158
C  0.576  -0.037  0.436  0.069
C  -2.664  0.830  -0.302  -0.035
C  1.474  -1.180  0.812  -0.606
C  -2.188  -0.526  -0.946  -0.309
C  0.581  0.438  -1.031  -0.637
C  1.106  1.174  1.336  -0.589
H  0.732  1.043  2.367  0.225
H  0.895  2.084  0.801  0.216
H  2.569  -0.909  0.862  0.211
H  2.154  1.061  1.364  0.193
H  1.527  0.797  -1.456  0.222
H  1.375  -2.010  0.196  0.207
H  -1.832  -1.926  0.603  0.383
H  -3.030  -1.070  -1.498  0.234
H  -1.455  -0.229  -1.889  0.226
H  1.306  -1.343  1.927  0.226
H  -3.609  1.201  -0.791  0.202
H  0.309  -0.297  -1.668  0.190
H  -0.274  1.225  -1.057  0.225



c:
Formula: C6H13N3
Source: the Open Molecules 2025 dataset
Level of theory: the ωB97M-V functional and the def2-TZVPD basis

The gap between HOMO and LUMO (spin up / spin down) comes out at 7.654 / 7.409 eV. The spin multiplicity is 1. Its highest occupied orbital energy (spin up / spin down) is -6.89 / -7.01 eV.

Last column: natural (NBO) charge in e.
Positions of all 22 atoms, in Å:
N  -2.394  0.574  -0.669  -0.313
N  -0.260  0.591  -0.033  -0.245
N  -1.472  0.451  0.281  0.075
C  0.683  1.350  0.064  0.173
C  -1.777  0.103  1.680  -0.448
C  2.046  -0.014  -1.473  -0.620
C  2.060  0.757  -0.235  -0.282
C  2.412  -0.073  1.004  -0.600
C  -3.606  -0.205  -0.619  -0.447
H  -0.991  0.537  2.201  0.222
H  1.477  -0.785  1.112  0.187
H  -2.576  0.724  1.954  0.226
H  3.278  -0.679  0.750  0.220
H  1.712  -0.992  -1.417  0.207
H  3.017  -0.030  -1.862  0.210
H  -1.820  -0.989  1.803  0.223
H  -3.731  -0.565  -1.574  0.207
H  1.557  0.481  -2.299  0.217
H  2.893  1.573  -0.286  0.201
H  2.412  0.700  1.690  0.217
H  -4.440  0.470  -0.373  0.197
H  -3.557  -1.028  0.123  0.174



d:
Formula: C6H13N3
Source: the Open Molecules 2025 dataset
Level of theory: the ωB97M-V functional and the def2-TZVPD basis

The gap between HOMO and LUMO comes out at 8.965 eV. The spin multiplicity is 1. Its highest occupied orbital energy is -8.25 eV. As for the SMILES: CC/N=C\NN=C(C)C.

Last column: natural (NBO) charge in e.
Positions of all 22 atoms, in Å:
N  -0.230  -1.376  -0.172  -0.486
N  0.245  -0.110  0.082  -0.248
N  -2.520  -0.948  0.152  -0.464
C  1.537  0.056  0.123  0.224
C  -2.283  0.386  0.636  -0.256
C  -1.583  -1.673  -0.222  0.271
C  2.392  -1.191  0.074  -0.709
C  2.155  1.410  0.023  -0.655
C  -2.234  1.434  -0.464  -0.606
H  -1.575  1.077  -1.278  0.212
H  -1.882  2.416  0.013  0.204
H  -3.086  0.531  1.341  0.186
H  1.424  2.225  -0.301  0.243
H  -3.181  1.622  -0.950  0.206
H  2.348  -1.609  -0.972  0.230
H  -1.785  -2.746  -0.468  0.172
H  -1.418  0.518  1.292  0.196
H  0.386  -2.212  -0.171  0.375
H  2.996  1.461  -0.699  0.224
H  2.676  1.597  0.968  0.224
H  2.148  -1.931  0.865  0.228
H  3.469  -0.938  0.129  0.230



Most stable structure among those shown: d.